No. 1
This record from the OMol25 dataset describes a 2-piece molecular cluster, C4H5FO overall. The level of theory is wB97M-V/def2-TZVPD.

Last column: Mulliken charge in e.
Geometry (Å):
C -0.059 -1.512 0.595  -0.51
C 1.781 0.272 -0.005  -0.12
C 0.496 -0.383 0.295  0.16
C -1.214 1.274 0.466  -0.35
O 2.090 1.443 0.252  -0.47
F -2.134 0.802 -0.427  -0.21
H -1.068 -1.586 0.815  0.30
H 0.618 -2.320 0.807  0.26
H 2.467 -0.211 -0.746  0.29
H -1.319 0.771 1.494  0.30
H -0.699 2.205 0.321  0.34

Atoms 1-6, force components in eV/Å:
2.4 -0.4 0.3
0.6 1.8 -1.1
-1.7 4.6 -0.1
1.8 -5.1 1.1
-0.9 -2.1 0.4
0.8 1.2 0.8

Results
HOMO-LUMO gap (alpha / beta) = 8.27 / 8.28 eV
HOMO energy (alpha / beta) = -8.716 / -8.716 eV
Total charge = 0



No. 2
This record from the OMol25 dataset describes C29H39N8O4Ti as an isolated structure. The level of theory is wB97M-V/def2-TZVPD.

Last column: Mulliken charge in e.
Geometry (Å):
Ti -0.204 -1.061 -1.287  -0.42
O -1.336 2.184 -3.903  -0.47
C -0.860 1.124 -3.299  0.28
O -1.112 0.838 -2.131  -0.39
C 0.019 0.255 -4.098  0.38
C 0.430 0.429 -5.408  -0.72
C 1.305 -0.513 -5.942  -0.52
C 1.748 -1.572 -5.163  -0.89
C 1.278 -1.661 -3.859  0.46
N 0.435 -0.776 -3.359  0.66
C 1.704 -2.691 -2.823  0.40
O 2.451 -3.586 -3.115  -0.62
O 1.180 -2.435 -1.655  -0.56
H -1.883 2.710 -3.297  0.41
H 0.086 1.277 -5.984  0.61
H 1.651 -0.409 -6.962  0.49
H 2.442 -2.315 -5.530  0.60
C -4.804 -4.322 -1.893  -1.06
N -4.020 -3.137 -2.239  0.15
C -4.439 -2.325 -3.376  -1.11
C -2.862 -2.846 -1.622  0.67
N -2.032 -1.918 -2.024  0.00
N -2.593 -3.596 -0.499  -0.15
C -1.428 -3.621 0.254  0.25
N -1.379 -4.675 1.110  -0.47
N -0.551 -2.693 0.175  0.08
H -5.587 -4.449 -2.633  0.31
H -5.292 -4.220 -0.920  0.36
H -4.190 -5.223 -1.911  0.42
H -5.470 -2.563 -3.618  0.34
H -3.827 -2.522 -4.261  0.37
H -4.399 -1.264 -3.127  0.38
H -2.331 -1.524 -2.906  -0.04
H -3.328 -4.200 -0.171  0.23
H -1.820 -5.543 0.850  0.19
H -0.556 -4.780 1.680  0.24
H 0.294 -2.916 0.692  0.14
C -0.893 2.621 4.962  -2.04
C -1.992 1.752 4.351  1.86
C -3.252 2.613 4.165  -1.61
C -2.300 0.586 5.305  -1.55
C -1.584 1.168 3.009  0.25
C -2.494 0.422 2.254  -0.87
C -2.103 -0.119 1.051  -0.95
N -0.877 0.041 0.546  0.40
C 0.011 0.760 1.243  -0.36
C -0.313 1.323 2.469  -0.24
C 1.341 0.898 0.598  0.05
C 2.372 1.647 1.141  -0.30
C 3.598 1.750 0.489  0.55
C 3.707 1.072 -0.727  -0.84
C 2.641 0.348 -1.211  -0.76
N 1.470 0.252 -0.572  0.50
C 4.768 2.545 1.040  1.87
C 4.439 3.203 2.380  -2.07
C 5.142 3.640 0.027  -1.55
C 5.959 1.592 1.231  -1.55
H -1.246 3.038 5.904  0.42
H -0.634 3.457 4.309  0.44
H 0.008 2.045 5.181  0.41
H -3.529 3.057 5.120  0.47
H -4.103 2.028 3.815  0.32
H -3.072 3.421 3.454  0.38
H -2.611 0.980 6.273  0.45
H -1.418 -0.038 5.460  0.36
H -3.105 -0.044 4.925  0.35
H -3.504 0.259 2.601  0.50
H -2.794 -0.702 0.453  0.58
H 0.431 1.888 3.007  0.55
H 2.224 2.157 2.080  0.52
H 4.624 1.098 -1.298  0.50
H 2.732 -0.190 -2.145  0.37
H 3.617 3.916 2.289  0.43
H 5.310 3.754 2.732  0.42
H 4.190 2.463 3.143  0.42
H 4.309 4.327 -0.134  0.37
H 5.435 3.221 -0.935  0.33
H 5.986 4.213 0.411  0.46
H 5.714 0.795 1.936  0.38
H 6.808 2.147 1.629  0.46
H 6.272 1.136 0.292  0.34

Atoms 1-6, force components in eV/Å:
-0.1 -0.4 0.5
0.1 0.0 -0.1
-0.3 0.3 0.3
0.1 0.0 -0.2
0.3 -0.3 -0.3
-0.2 0.1 0.2

Results
HOMO-LUMO gap (alpha / beta) = 7.58 / 8.23 eV
HOMO energy (alpha / beta) = -13.446 / -14.227 eV
Total charge = +2
2S+1 = 2



No. 3
This record from the OMol25 dataset describes C49H36BrFN2O4P2Ti as an isolated structure. The level of theory is wB97M-V/def2-TZVPD.

Last column: Mulliken charge in e.
Geometry (Å):
Ti 0.599 -1.981 -2.015  -0.14
Br 4.464 1.285 -7.031  -0.27
C 3.395 -0.054 -6.185  -0.21
C 4.099 -1.208 -5.807  -0.33
C 3.494 -2.135 -4.986  -0.78
C 2.145 -1.939 -4.541  0.88
O 1.606 -2.749 -3.693  -1.05
C 1.399 -0.884 -5.110  0.23
C 0.020 -0.691 -4.807  -0.01
N -0.579 -1.150 -3.763  0.21
C -1.940 -0.916 -3.528  -0.28
C -2.627 0.276 -3.694  -0.09
C -4.015 0.388 -3.389  -1.16
C -4.746 -0.722 -2.998  -0.78
C -4.043 -1.926 -2.709  1.34
C -4.659 -2.993 -2.022  -0.83
C -3.912 -4.100 -1.737  -0.72
C -2.525 -4.073 -2.031  -0.60
N -1.923 -3.031 -2.548  -0.04
C -2.642 -1.973 -2.935  0.09
C 2.056 0.097 -5.909  -0.63
H 5.149 -1.257 -6.111  0.38
H 4.072 -2.959 -4.576  0.43
H -0.538 -0.060 -5.510  0.38
H -2.036 1.135 -3.975  0.52
H -4.477 1.357 -3.481  0.43
H -5.801 -0.676 -2.787  0.41
H -5.689 -2.826 -1.676  0.34
H -4.309 -4.994 -1.262  0.39
H -1.920 -4.898 -1.741  0.80
H 1.476 0.987 -6.168  0.42
O -0.261 1.610 -2.701  -0.67
C 0.405 1.073 -1.837  -0.27
O 0.217 -0.087 -1.347  0.98
C 1.468 1.886 -1.104  -0.95
P 1.169 2.054 0.701  1.72
C 2.716 2.871 1.229  -0.29
C 3.348 2.294 2.337  -0.31
C 4.526 2.837 2.835  -0.52
C 5.092 3.942 2.265  -0.55
C 4.466 4.523 1.165  -0.60
C 3.292 3.993 0.631  -0.07
C -0.063 3.412 0.776  0.26
C -1.371 3.088 0.363  -0.46
C -2.389 4.012 0.604  -0.85
C -2.120 5.236 1.196  -0.57
C -0.851 5.537 1.664  -0.74
C 0.178 4.619 1.443  -0.64
H 1.583 2.836 -1.624  0.55
H 2.416 1.345 -1.173  0.51
H 2.956 1.351 2.711  0.03
H 4.972 2.382 3.704  0.42
H 6.027 4.367 2.614  0.37
H 4.896 5.365 0.598  0.33
H 2.811 4.406 -0.223  0.40
H -1.602 2.124 -0.035  0.57
H -3.409 3.758 0.347  0.42
H -2.909 5.951 1.392  0.35
H -0.650 6.502 2.135  0.37
H 1.161 4.769 1.803  0.44
O 0.512 -3.832 -0.899  -0.76
C -0.210 -2.982 -0.288  0.78
C -0.969 -3.417 0.937  0.28
C -1.358 -4.743 1.027  -0.48
C -2.164 -5.226 2.050  -0.88
C -2.608 -4.319 3.003  -0.66
C -2.146 -3.008 2.984  -1.11
C -1.364 -2.524 1.937  0.77
P -0.575 -0.835 1.811  1.21
C -1.446 0.202 3.049  0.63
C -0.758 1.033 3.921  -0.59
C -1.387 2.076 4.589  -0.74
C -2.745 2.252 4.395  -0.47
C -3.442 1.418 3.538  -0.75
C -2.798 0.410 2.859  -0.49
C 1.064 -1.268 2.540  0.34
C 1.334 -1.537 3.879  -0.05
C 2.644 -1.816 4.273  -0.75
C 3.666 -1.823 3.335  -0.57
C 3.416 -1.606 1.988  -0.98
C 2.112 -1.305 1.603  0.14
H -0.988 -5.416 0.249  0.39
H -2.496 -6.260 2.035  0.39
H -3.279 -4.652 3.780  0.43
H -2.425 -2.324 3.775  0.41
H 0.305 0.937 4.061  0.15
H -0.857 2.737 5.266  0.44
H -3.306 3.044 4.917  0.31
H -4.508 1.557 3.428  0.39
H -3.326 -0.195 2.109  0.40
H 0.563 -1.460 4.622  0.49
H 2.846 -2.042 5.291  0.46
H 4.651 -2.058 3.707  0.39
H 4.221 -1.648 1.262  0.51
H 1.901 -1.163 0.550  0.06
F 2.252 -1.595 -1.331  -0.62

Atoms 1-6, force components in eV/Å:
-1.3 -1.3 0.4
-0.3 0.2 -0.1
-0.2 0.0 -0.3
-0.1 0.0 0.5
0.2 0.4 -0.2
-0.1 -1.1 0.3

Results
HOMO-LUMO gap (alpha / beta) = 5.79 / 7.05 eV
HOMO energy (alpha / beta) = -3.680 / -4.936 eV
Total charge = -1
2S+1 = 2



No. 4
This record from the OMol25 dataset describes a 2-piece molecular cluster, C3H9NS3 overall. The level of theory is wB97M-V/def2-TZVPD.

Last column: Mulliken charge in e.
Geometry (Å):
C -1.822 -1.279 0.503  -1.13
C -1.354 -0.413 -0.612  -0.46
C -1.053 1.008 -0.176  0.31
S 0.198 1.893 -0.489  -0.28
S -2.545 1.699 0.504  -0.18
H -1.950 -2.228 0.111  0.34
H -1.109 -1.382 1.243  0.37
H -2.765 -0.966 1.110  0.33
H -0.441 -0.777 -1.164  0.28
H -2.150 -0.285 -1.347  0.30
H -2.238 2.911 0.322  0.12
N 2.777 0.035 0.211  -0.37
S 4.343 0.470 0.437  -0.21
H 2.609 0.311 -0.717  0.25
H 2.380 -0.817 0.583  0.23
H 5.121 -0.180 -0.520  0.10

Atoms 1-6, force components in eV/Å:
-2.3 1.1 1.1
1.1 1.2 -0.9
-2.6 -0.6 -0.1
1.9 0.9 -0.5
-0.7 -2.3 0.6
-0.7 -2.0 -0.6

Results
HOMO-LUMO gap = 8.52 eV
HOMO energy = -8.617 eV
Total charge = 0
SMILES = CCC(=S)S.NS



No. 5
This record from the OMol25 dataset describes one molecule with the formula C2H4N4O. The level of theory is wB97M-V/def2-TZVPD.

Last column: Mulliken charge in e.
Geometry (Å):
H -2.849 0.011 -0.051  0.27
N -2.229 -0.895 0.121  -0.61
C -1.062 -0.409 -0.213  0.45
N 0.101 -1.136 -0.209  -0.47
C 1.019 -0.373 -0.070  0.52
O 2.267 -0.656 0.050  -0.47
N 0.826 0.988 0.051  -0.31
N -0.695 1.012 -0.105  -0.40
H 2.258 -1.626 0.366  0.39
H 1.204 1.607 -0.812  0.31
H -0.840 1.478 0.873  0.32

Atoms 1-6, force components in eV/Å:
0.9 -2.4 0.9
0.5 3.6 -2.6
-2.0 0.2 3.5
-3.9 -4.3 -0.8
3.8 4.3 0.0
2.4 -3.7 1.2

Results
HOMO-LUMO gap = 9.74 eV
HOMO energy = -9.290 eV
Total charge = 0
SMILES = [H]/N=c1/nc(O)[nH][nH]1



No. 6
This record from the OMol25 dataset describes C25H22AuO7P4S2 as an isolated structure. The level of theory is wB97M-V/def2-TZVPD.

Last column: Mulliken charge in e.
Geometry (Å):
Au 0.712 2.641 -1.027  0.39
S -0.418 3.224 1.425  -0.55
P -0.423 1.239 1.226  1.49
C 0.883 0.961 0.114  -0.09
P 2.121 -0.258 -0.224  1.07
S 3.858 0.535 -0.636  -0.49
C 2.261 -1.375 1.202  0.38
C 2.687 -0.795 2.397  -0.43
C 2.904 -1.580 3.516  -0.58
C 2.710 -2.955 3.449  -0.57
C 2.303 -3.536 2.259  -0.75
C 2.078 -2.749 1.136  -0.17
C 1.338 -1.207 -1.554  0.47
C 0.139 -1.887 -1.316  0.24
C -0.542 -2.485 -2.362  -0.84
C -0.042 -2.383 -3.656  -0.60
C 1.139 -1.698 -3.898  -0.41
C 1.835 -1.117 -2.847  -0.95
C -1.960 0.638 0.464  0.54
C -2.039 0.505 -0.918  -0.13
C -3.239 0.139 -1.515  -0.53
C -4.357 -0.102 -0.732  -0.57
C -4.279 0.033 0.651  -0.67
C -3.088 0.407 1.246  -0.30
C -0.320 0.363 2.805  -0.03
C 0.073 1.057 3.941  -0.44
C 0.190 0.392 5.156  -0.69
C -0.079 -0.965 5.232  -0.48
C -0.467 -1.664 4.094  -0.74
C -0.592 -1.003 2.884  0.17
H 2.866 0.274 2.437  0.33
H 3.227 -1.120 4.441  0.42
H 2.883 -3.570 4.323  0.40
H 2.167 -4.609 2.196  0.41
H 1.781 -3.216 0.206  0.44
H -0.277 -1.933 -0.319  0.26
H -1.475 -3.001 -2.172  0.44
H -0.590 -2.820 -4.481  0.37
H 1.493 -1.575 -4.913  0.33
H 2.732 -0.539 -3.025  0.33
H -1.184 0.700 -1.551  -0.26
H -3.282 0.060 -2.593  0.51
H -5.293 -0.385 -1.196  0.39
H -5.154 -0.145 1.264  0.39
H -3.039 0.524 2.323  0.45
H 0.278 2.117 3.867  0.38
H 0.490 0.939 6.041  0.39
H 0.017 -1.483 6.178  0.40
H -0.667 -2.727 4.148  0.40
H -0.905 -1.549 2.002  0.20
O 0.480 6.082 -3.894  -0.55
P -0.159 4.721 -3.335  0.94
O -1.638 4.742 -3.465  -0.77
O 0.486 4.495 -1.986  -0.81
O 0.439 3.630 -4.360  -0.26
P 0.330 2.020 -4.161  0.55
O -1.213 1.864 -3.688  -0.29
O 0.609 1.345 -5.440  -0.83
O 1.177 1.625 -2.966  -0.27
H -0.196 6.545 -4.400  0.31
H -1.766 2.613 -3.994  0.29

Atoms 1-6, force components in eV/Å:
0.0 0.0 0.0
0.0 0.0 0.0
-0.3 0.1 0.0
0.2 0.0 -0.1
0.2 0.1 -0.3
-0.2 -0.1 0.0

Results
HOMO-LUMO gap (alpha / beta) = 7.14 / 6.92 eV
HOMO energy (alpha / beta) = -4.899 / -5.889 eV
Total charge = -1
2S+1 = 3



No. 7
This record from the OMol25 dataset describes C4H6O2 as an isolated structure. The level of theory is wB97M-V/def2-TZVPD.

Last column: Mulliken charge in e.
Geometry (Å):
O -1.246 -1.418 -1.828  -0.46
C -1.384 -0.377 -1.281  0.14
O 0.012 0.854 -1.329  -0.63
C 0.106 0.329 -0.161  0.66
C 0.586 0.762 1.170  -0.62
C 1.071 -0.557 0.521  -0.54
H -2.041 0.484 -1.402  0.38
H -1.127 -0.295 -0.005  0.08
H 1.258 1.618 1.181  0.25
H -0.048 0.669 2.047  0.25
H 2.073 -0.586 0.101  0.25
H 0.740 -1.483 0.986  0.24

Atoms 1-6, force components in eV/Å:
0.0 0.6 0.3
-0.2 -0.5 -0.4
0.2 0.1 0.0
0.1 0.0 0.1
-0.1 0.1 0.1
0.1 -0.1 -0.1

Results
HOMO-LUMO gap = 10.10 eV
HOMO energy = -9.498 eV
Total charge = 0



Let's list largest force on an atom in order: 5.55; 0.63; 1.91; 2.73; 5.81; 0.70; 0.69 eV/A.
Let's list molecular weight in order: 88.1; 611.5; 925.6; 155.3; 100.1; 819.4; 86.1 g/mol.